{
  "formula": "C16H20AlIN5O5S",
  "method": "the ωB97M-V functional and the def2-TZVPD basis",
  "species": ["Al", "O", "C", "O", "C", "O", "O", "I", "C", "C", "N", "N", "C", "H", "H", "H", "C", "N", "C", "C", "C", "N", "C", "C", "O", "H", "H", "H", "H", "H", "H", "H", "H", "H", "H", "H", "H", "S", "C", "N", "C", "C", "C", "C", "H", "H", "H", "H", "H"],
  "positions_angstrom": [[0.13130, 0.60832, 0.15002], [3.54300, 2.23212, -0.11708], [2.38810, 1.91242, -0.21138], [1.91760, 0.69002, -0.08888], [1.22400, 2.92422, -0.32588], [1.36640, 4.11452, -0.22348], [0.06800, 2.30452, -0.38388], [-5.73700, 2.56522, -0.10568], [-4.03890, 1.35172, -0.08858], [-3.99980, -0.02738, -0.00298], [-2.70610, -0.36848, -0.00788], [-1.91400, 0.69822, -0.09028], [-2.70500, 1.75972, -0.14238], [-4.80380, -0.73578, 0.03142], [-2.28890, -1.27848, 0.09282], [-2.29630, 2.74572, -0.22598], [0.23560, -0.79488, -2.82858], [0.24690, -2.08138, -2.16588], [0.28270, -3.25088, -3.02568], [0.84730, -4.44378, -2.27018], [0.09010, -4.61978, -0.96278], [0.06210, -3.36598, -0.22768], [-0.12160, -3.45708, 1.20822], [0.10750, -2.18028, -0.84308], [-0.03920, -1.11458, -0.14848], [0.97490, -0.79548, -3.62818], [0.48860, 0.00582, -2.13078], [-0.75090, -0.58228, -3.24928], [0.90620, -3.02068, -3.89288], [-0.73100, -3.46298, -3.38588], [1.90200, -4.26988, -2.05588], [0.74990, -5.34168, -2.87878], [0.57410, -5.37768, -0.34108], [-0.93710, -4.95498, -1.15178], [0.52940, -4.23198, 1.61122], [-1.15490, -3.71768, 1.45332], [0.12600, -2.50908, 1.68002], [0.03720, 0.72262, 2.48362], [0.70410, 2.31492, 2.55872], [2.04710, 2.44962, 2.56722], [2.67200, 3.63882, 2.56292], [1.93950, 4.79772, 2.58992], [0.54450, 4.70772, 2.63352], [-0.06930, 3.47572, 2.63482], [2.60080, 1.59492, 2.53672], [3.74950, 3.62692, 2.50922], [2.43220, 5.75452, 2.56722], [-0.05200, 5.60642, 2.65312], [-1.14270, 3.38062, 2.67712]],
  "mulliken_charge": [0.67, -0.60, 0.33, -0.39, 0.58, -0.57, -0.40, 0.15, -0.98, -0.07, -0.07, 0.40, -0.19, 0.49, 0.03, 0.66, -0.92, 0.22, -0.55, -0.77, -0.52, 0.24, -1.03, 0.69, -0.69, 0.36, 0.18, 0.32, 0.37, 0.30, 0.31, 0.36, 0.34, 0.29, 0.46, 0.32, 0.24, -0.47, 0.23, 0.08, -0.07, -0.71, -0.25, -0.44, 0.31, 0.40, 0.43, 0.42, 0.49],
  "relative_energy_kcal_mol": 4.6,
  "homo_lumo_gap_ha": 0.327,
  "charge": 1,
  "lumo_ev": -2.79
}